[1]
A structure of composition C36H23F4MgN6S2Te, computed with wB97M-V/def2-TZVPD.

Calculated values
2S+1 = 1
electronic energy = -91917.0120 eV
relative energy (zero: lowest compared OMol25 entry of this formula, charge and spin) = 0.0 kJ/mol
molar mass = 831.65 g/mol
net charge = +1
orbital gap (alpha / beta) = 0.1392 / 0.1391 hartree

Positions of all 73 atoms, in Å:
Mg -0.4642 -0.6373 1.2424
S 2.1054 -0.2047 1.0651
C 2.1828 0.8657 -0.2210
N 3.2415 1.0013 -0.9956
C 3.3095 2.1166 -1.9456
C 2.7440 3.3328 -1.2718
N 1.3597 3.0383 -0.8923
C 0.4103 4.1628 -1.0228
C 0.1341 4.4881 -2.4685
C -0.6739 3.6610 -3.2460
C -0.9008 3.9652 -4.5789
C -0.3287 5.0983 -5.1459
C 0.4691 5.9297 -4.3752
C 0.6989 5.6229 -3.0400
C 1.0204 1.8302 -0.4952
S -0.5782 1.3706 -0.2875
C 4.4076 0.0930 -0.9482
C 5.6809 0.8443 -0.6606
C 5.8734 1.4070 0.5996
C 7.0306 2.1167 0.8767
C 8.0066 2.2647 -0.1025
C 7.8225 1.7020 -1.3561
C 6.6588 0.9954 -1.6350
H 2.7467 1.8747 -2.8506
H 4.3520 2.2767 -2.2090
H 2.7281 4.1733 -1.9623
H 3.3299 3.6056 -0.3903
H 0.8835 5.0166 -0.5358
H -0.4924 3.9075 -0.4760
H -1.1338 2.7851 -2.8039
H -1.5353 3.3225 -5.1753
H -0.5132 5.3359 -6.1852
H 0.9067 6.8202 -4.8069
H 1.3094 6.2852 -2.4348
H 4.4600 -0.4244 -1.9082
H 4.2128 -0.6387 -0.1716
H 5.1173 1.2778 1.3676
H 7.1788 2.5454 1.8590
H 8.9136 2.8120 0.1169
H 8.5835 1.8094 -2.1176
H 6.5180 0.5502 -2.6141
Te -1.7909 -0.1554 3.4498
C -3.5232 0.2755 2.2989
C -3.7254 -0.2072 1.0072
C -4.8722 0.1070 0.2883
C -5.8488 0.9062 0.8604
C -5.6640 1.3880 2.1491
C -4.5126 1.0794 2.8615
H -2.9986 -0.8679 0.5374
H -5.0046 -0.2833 -0.7131
H -6.7477 1.1486 0.3092
H -6.4225 2.0112 2.6056
H -4.3814 1.4725 3.8616
F -2.9658 -3.3446 0.9989
C -3.0438 -4.5104 1.6388
C -4.2501 -4.9858 1.9722
F -5.3185 -4.2749 1.6736
C -4.4208 -6.2602 2.6618
C -3.1751 -6.9193 3.0388
C -1.9728 -6.4445 2.6864
F -0.8866 -7.1035 3.0593
C -1.8147 -5.2268 1.9140
C -0.5960 -4.7911 1.4873
C -0.4283 -3.5364 0.8133
N -0.2330 -2.5147 0.3226
C 0.6465 -5.4841 1.6934
N 1.6826 -5.9698 1.7880
F -3.2365 -8.0311 3.7432
C -5.6368 -6.8032 2.9031
C -6.8713 -6.1993 2.4733
N -7.8739 -5.7801 2.1042
C -5.8278 -8.0522 3.5911
N -6.0609 -9.0420 4.1235

Atomic forces in eV per Å
0.6 0.8 -0.2
-0.2 -0.1 0.0
-0.2 0.2 0.0
0.0 0.0 -0.1
0.0 -0.1 0.0
-0.1 0.0 0.0
0.1 0.2 0.1
0.0 0.0 -0.1
0.0 0.1 0.0
0.0 0.0 0.0
0.0 0.0 0.0
0.0 0.0 0.0
0.0 0.0 0.0
0.0 0.0 0.0
0.1 -0.2 0.1
-0.1 -0.2 0.0
0.0 0.1 0.1
0.0 0.0 0.0
0.0 0.0 0.0
0.0 0.0 0.0
0.0 0.0 0.0
0.0 0.0 0.0
0.0 0.0 0.0
0.0 0.0 0.0
0.0 0.0 0.0
0.0 0.0 0.0
0.0 0.0 0.0
0.0 0.0 0.0
0.0 0.0 0.0
0.0 0.0 0.0
0.0 0.0 0.0
0.0 0.0 0.0
0.0 0.0 0.0
0.0 0.0 0.0
0.0 0.1 0.0
0.0 -0.1 0.0
0.0 0.0 0.0
0.0 0.0 0.0
0.0 0.0 0.0
0.0 0.0 0.0
0.0 0.0 0.0
-0.1 -0.2 0.1
0.0 0.0 0.0
0.0 0.0 -0.1
0.0 0.0 0.0
0.0 0.0 0.0
0.0 0.0 0.0
0.0 0.0 0.0
0.0 0.0 0.0
0.0 0.0 0.0
0.0 0.0 0.0
0.0 0.0 0.0
0.0 0.0 0.0
0.0 -0.2 0.1
0.1 0.0 -0.1
-0.1 0.0 0.1
0.0 -0.1 0.0
0.2 0.1 -0.1
-0.1 0.0 0.0
0.1 0.1 -0.1
0.0 0.1 -0.1
-0.2 -0.1 0.1
0.4 0.2 -0.1
0.0 -0.3 0.1
-0.2 -0.2 0.1
-0.1 0.1 -0.1
0.0 0.0 0.0
0.0 0.0 0.0
-0.3 -0.1 0.1
0.2 -0.1 0.0
-0.1 0.0 0.1
0.0 0.1 -0.1
0.0 0.0 0.0

List of Mulliken charges in e, atom by atom: 0.71 -0.43 0.71 0.12 -0.75 -0.55 0.19 -1.82 0.86 -0.22 -0.72 -0.42 -0.65 -0.26 0.36 -0.31 -1.29 0.49 -0.26 -0.69 -0.42 -0.59 -0.26 0.32 0.44 0.45 0.31 0.43 0.65 0.37 0.41 0.39 0.38 0.40 0.36 0.46 0.45 0.42 0.39 0.39 0.39 -0.21 0.23 0.40 -1.05 -0.46 -0.54 -0.56 0.16 0.41 0.40 0.38 0.36 -0.17 0.36 0.26 -0.27 0.11 0.26 0.00 -0.28 0.31 0.90 0.39 -0.73 -0.26 -0.45 -0.27 1.20 -0.15 -0.42 -0.14 -0.41

[2]
A cluster of 9 separate species, C21H61BF4N3O12 in total at a distorted geometry, computed with wB97M-V/def2-TZVPD.

Calculated values
2S+1 = 1
electronic energy = -63352.6439 eV
molar mass = 634.53 g/mol
net charge = -1
orbital gap = 0.3434 hartree

Positions of all 102 atoms, in Å:
B -17.6501 1.8608 -2.0947
F -16.6382 2.7520 -2.2890
F -18.6834 2.0764 -3.0477
F -17.3269 0.5458 -2.2141
F -18.2108 2.0959 -0.7948
C -21.3249 4.1194 -6.9662
C -21.6777 5.4176 -7.7666
O -20.7191 6.3636 -7.3254
O -21.8314 3.9356 -5.6560
H -20.2439 4.0706 -7.0970
H -21.6966 3.2440 -7.4989
H -22.5670 5.8896 -7.3489
H -21.5342 5.3109 -8.8418
H -20.6913 6.3400 -6.3661
H -21.1303 3.5025 -5.1634
C -17.9195 -0.2184 -7.6581
C -18.1541 -1.3708 -6.6118
O -19.1674 -1.0018 -5.7264
O -16.6905 -0.4358 -8.3317
H -17.9092 0.7092 -7.0857
H -18.7681 -0.2496 -8.3415
H -17.2064 -1.4831 -6.0852
H -18.4997 -2.3070 -7.0503
H -18.7384 -0.3517 -5.1652
H -16.1278 0.3420 -8.3316
C -11.8764 -0.4238 -1.5574
C -10.4193 -0.5678 -2.0364
O -9.7794 0.6268 -1.8018
O -12.5013 0.6830 -2.2862
H -11.8306 -0.3932 -0.4688
H -12.3450 -1.4070 -1.5992
H -10.3635 -0.9440 -3.0580
H -9.9250 -1.3110 -1.4108
H -10.3561 1.3482 -2.0638
H -13.4359 0.4906 -2.1813
C -13.1142 3.8741 -7.6170
C -12.0398 3.4960 -6.4901
O -12.3745 4.0394 -5.2780
O -14.4098 3.3617 -7.4195
H -12.7442 3.5725 -8.5969
H -13.2065 4.9601 -7.6241
H -11.1648 4.0932 -6.7464
H -11.5153 2.5414 -6.4496
H -12.6848 3.3172 -4.7269
H -14.5717 3.1548 -6.4961
C -17.4425 7.4366 -3.4282
O -18.2997 6.3733 -3.0927
H -16.7939 7.0129 -4.1950
H -17.9882 8.3595 -3.6244
H -16.9762 7.5833 -2.4540
H -17.7868 5.5778 -3.2526
C -18.8062 -4.7613 -1.8083
C -18.7311 -6.2195 -2.4379
C -17.8538 -7.3017 -1.6578
O -17.6532 -8.4943 -2.4365
C -18.4185 -9.5365 -1.9526
N -20.0190 -6.7835 -2.7924
H -19.7841 -4.2928 -1.9199
H -18.0388 -4.0352 -2.0765
H -18.6237 -4.9273 -0.7466
H -18.1965 -6.0668 -3.3754
H -18.0708 -7.3628 -0.5913
H -16.9212 -6.7550 -1.5185
H -18.5014 -10.2375 -2.7831
H -19.4015 -9.3799 -1.5085
H -17.7583 -10.1756 -1.3662
H -20.3727 -6.4690 -3.6846
H -19.7070 -7.6255 -3.2548
C -14.9593 -4.4057 4.9367
C -14.2407 -3.1068 5.2066
C -14.6919 -1.9554 4.3258
O -16.1003 -1.9777 4.1666
C -16.6266 -0.9017 3.4198
N -14.4200 -2.8201 6.5942
H -14.9398 -4.4976 3.8507
H -15.9758 -4.4538 5.3272
H -14.4950 -5.3014 5.3492
H -13.1597 -3.0832 5.0683
H -14.1966 -2.1236 3.3696
H -14.2531 -1.0308 4.7008
H -16.2783 -1.1384 2.4145
H -16.3176 0.0864 3.7608
H -17.7117 -0.8610 3.5148
H -15.4036 -2.5964 6.6448
H -14.3073 -3.6523 7.1553
C -19.5029 6.4638 1.9931
C -20.9546 6.3215 1.4802
C -21.5736 7.6521 1.7834
O -22.9191 7.5425 1.6042
C -23.6957 8.6917 1.9566
N -21.1499 5.7762 0.1446
H -19.6909 6.5726 3.0612
H -19.0121 7.3962 1.7139
H -18.7599 5.6891 1.8036
H -21.4968 5.7318 2.2193
H -21.1383 8.3509 1.0692
H -21.2866 8.0459 2.7585
H -24.1196 8.4504 2.9314
H -24.4049 8.8476 1.1436
H -22.9509 9.4794 2.0702
H -20.5074 5.0032 0.2430
H -20.5515 6.1399 -0.5833

Atomic forces in eV per Å
-2.5 0.5 0.9
1.3 0.6 -0.4
-0.1 0.5 -0.4
1.2 -1.5 0.0
0.2 -0.1 -0.2
-0.8 -1.2 -2.3
0.7 -0.2 3.3
1.3 1.1 -0.5
0.4 1.3 -0.1
0.2 0.0 0.7
-0.1 -0.1 -0.6
-1.1 -0.8 -1.1
-0.5 -0.1 0.2
0.0 0.0 0.1
0.0 0.0 0.4
-0.1 -1.3 0.9
0.4 0.8 -0.9
-0.2 0.3 0.4
0.0 -0.2 -0.3
-0.1 0.1 -0.1
0.1 0.4 -0.2
0.2 -0.4 0.0
0.4 0.0 -0.3
-0.5 0.3 0.6
-0.2 0.1 0.1
1.1 -0.8 -0.4
-1.5 -0.7 0.7
1.2 1.1 -0.1
0.6 -1.9 1.3
-0.1 1.5 0.3
-0.7 0.0 -1.2
0.0 0.3 -0.4
0.0 -0.2 0.1
-0.1 0.1 -0.1
-0.4 0.5 -0.2
1.0 -0.6 1.4
1.0 1.8 -2.8
-1.0 -0.5 1.8
-0.3 -0.7 -0.3
-0.1 -0.2 0.0
0.4 0.2 0.2
0.1 0.4 -0.8
-1.1 -0.8 0.0
-0.2 0.2 0.5
0.1 0.2 0.2
0.2 -0.7 1.5
-1.5 -0.7 -0.4
0.4 1.2 -0.2
-0.1 -0.3 -0.7
1.2 0.7 -0.4
-0.3 -0.4 0.2
0.2 -1.7 1.0
1.0 1.1 -0.6
0.4 2.7 -0.8
-0.6 2.6 1.1
0.8 -2.8 -0.7
-0.4 -1.2 -0.3
0.0 -0.3 -0.1
0.1 -0.4 -0.6
-0.4 0.3 0.4
0.5 -0.1 -0.1
-1.1 -1.1 0.0
0.7 -0.3 -0.7
-0.8 0.1 -0.5
0.2 0.6 0.0
-0.2 0.2 1.2
-0.3 1.7 0.1
0.0 -1.4 0.7
0.5 -0.6 -1.6
0.2 -0.1 0.6
-0.2 -0.7 -0.5
0.2 0.3 1.5
0.3 -0.3 -0.3
-0.5 1.4 1.4
-0.5 -0.6 -0.2
-0.1 0.6 -0.3
0.5 0.2 0.1
0.2 -0.8 -0.4
-0.1 0.0 -0.5
-0.5 0.3 0.3
-0.5 0.9 -0.5
0.6 0.0 0.0
0.0 -0.6 -0.2
-0.3 0.2 0.6
0.1 -0.1 0.0
-0.2 0.3 0.6
1.1 0.7 0.9
0.9 0.7 -1.4
-2.0 -0.2 -0.2
1.6 -1.2 0.0
0.7 -0.9 0.4
0.7 -0.3 0.3
-0.2 0.2 -0.4
-0.5 -0.4 -0.1
0.1 -1.0 -0.4
0.0 0.6 -0.4
0.0 -0.3 0.5
-0.6 0.5 -0.1
-0.1 0.3 0.4
-0.6 0.7 -0.1
-0.6 -1.6 0.0
-0.2 1.8 -0.3

Mulliken population analysis, charges in e, atoms 1 to 99: 0.64 -0.39 -0.44 -0.38 -0.43 -0.48 -0.31 -0.54 -0.52 0.33 0.35 0.25 0.28 0.31 0.34 -0.13 -0.39 -0.49 -0.53 0.22 0.19 0.27 0.26 0.29 0.30 -0.37 -0.45 -0.51 -0.48 0.29 0.35 0.26 0.30 0.34 0.26 -0.20 -0.60 -0.48 -0.48 0.28 0.25 0.28 0.37 0.31 0.29 -0.52 -0.44 0.22 0.22 0.23 0.29 -1.30 0.75 -0.92 -0.36 -0.87 -0.83 0.37 0.34 0.29 0.23 0.40 0.42 0.29 0.37 0.34 0.28 0.22 -1.27 0.40 -0.86 -0.29 -0.73 -0.75 0.31 0.32 0.40 0.27 0.38 0.43 0.31 0.30 0.24 0.29 0.26 -1.31 0.54 -0.89 -0.35 -0.70 -0.64 0.39 0.30 0.36 0.19 0.39 0.42 0.23 0.22